C4H11NO3 | wB97M-V/def2-TZVPD

Last column: Löwdin charge in e.
Geometry (Å):
C -1.754 -1.425 -1.395  -0.098
C -1.290 -0.466 -0.246  -0.240
N 0.034 -0.974 0.319  -0.080
C 1.131 -0.043 0.608  -0.156
C 1.524 0.202 1.985  -0.624
O 0.549 0.011 2.862  0.085
O 2.481 0.706 2.390  0.150
H -2.763 -1.299 -1.575  0.018
H -1.639 -2.498 -1.007  0.091
H -1.217 -1.128 -2.342  0.086
H -2.058 -0.311 0.488  0.094
H -1.046 0.418 -0.790  0.068
H -0.196 -1.563 1.163  0.124
H 1.977 -0.538 -0.022  0.150
H 0.993 1.004 0.078  0.151
H 0.409 0.679 3.577  0.152
H 1.460 1.896 -2.331  0.056
H 0.792 3.105 -1.765  0.010
O 0.612 2.225 -1.997  -0.036

Summary:
- SMILES = CCNCC(=O)O.O
- gap between HOMO and LUMO (eV) = 9.156
- energy above the lowest of the compared OMol25 structures with the same formula, charge and spin (kJ/mol) = 243.35
- highest occupied orbital energy (eV) = -8.6
- LUMO level (Ha) = 0.019
- calculated total energy (eV) = -11957.5874

***

C4H11NO3 | wB97M-V/def2-TZVPD

Last column: Löwdin charge in e.
Geometry (Å):
O -1.545 0.186 0.502  0.038
C -1.296 -0.670 -0.542  -0.454
O -0.688 -1.809 -0.415  -0.004
C -1.906 -0.266 -1.884  0.023
H -1.110 0.088 -2.562  0.099
H -2.370 -1.167 -2.355  0.102
H -2.653 0.518 -1.796  0.081
C 1.246 1.020 -0.133  -0.291
O 1.088 -0.048 -1.091  -0.200
C 1.521 0.537 1.291  -0.214
N 0.501 -0.475 1.700  0.006
H 0.304 1.605 -0.098  0.103
H 2.031 1.762 -0.388  0.118
H 0.309 -0.939 -0.698  0.108
H 2.531 0.103 1.358  0.115
H 1.438 1.355 2.001  0.112
H 0.546 -0.588 2.688  0.092
H 0.809 -1.361 1.246  0.117
H -0.757 0.149 1.178  0.049

Summary:
- gap between HOMO and LUMO (eV) = 10.153
- energy above the lowest of the compared OMol25 structures with the same formula, charge and spin (kJ/mol) = 272.44
- highest occupied orbital energy (eV) = -9.4
- LUMO level (Ha) = 0.029
- calculated total energy (eV) = -11957.2859

***

C4H11NO3 | wB97M-V/def2-TZVPD

Last column: Löwdin spin population.
Geometry (Å):
O -0.263 -1.160 2.539  0.477
C 0.001 0.081 2.295  -0.058
N 0.719 0.286 1.150  0.490
C 1.084 -0.838 0.120  0.030
C 0.307 -0.846 -1.174  0.026
C -0.922 -1.925 -1.412  0.004
O -0.259 0.516 -1.347  0.008
H -0.302 0.922 2.869  -0.007
H 1.109 1.109 0.813  0.011
H 0.892 -1.848 0.618  0.003
H 2.178 -0.517 -0.201  0.014
H 1.241 -1.104 -1.915  -0.001
H -1.982 -1.539 -1.336  0.000
H -0.830 -2.807 -0.504  0.001
H -0.844 -2.376 -2.321  0.001
H -0.985 0.543 -2.007  0.000
H -0.664 2.764 -0.609  0.000
H 0.087 2.700 -1.892  0.000
O -0.447 3.308 -1.261  0.000

Summary:
- gap between HOMO and LUMO (spin up / spin down) (eV) = 9.736 / 5.255
- 2S+1 = 2
- total charge = +1
- energy above the lowest of the compared OMol25 structures with the same formula, charge and spin (kJ/mol) = 405.06
- expectation value of S² = 0.7995
- highest occupied orbital energy (spin up / spin down) (eV) = -14.6 / -14.6
- LUMO level (spin up / spin down) (Ha) = -0.178 / -0.343
- calculated total energy (eV) = -11946.8430